[1]
ORCA calculation (the ωB97M-V functional and the def2-TZVPD basis) on a molecular structure, C31H47BrGaO2P2.

Output
Largest force on an atom: 6.22 eV/A
Multiplicity: 1
Energy: -177989.4259 eV
Kohn-Sham gap (alpha / beta): 4.944 / 4.975 eV
E_HOMO (alpha / beta): -0.361 / -0.361 Eh
Lowest unoccupied orbital energy (alpha / beta): -4.87 / -4.84 eV
Net charge: +1

Atoms and positions in Å:
Ga (-0.08, 1.31, -3.37)
C (-0.45, -3.03, 2.45)
C (0.90, -3.09, 2.01)
C (0.83, -1.76, 3.89)
C (-0.50, -2.16, 3.58)
C (1.69, -2.29, 2.89)
C (-1.61, -3.74, 1.88)
H (-1.32, -4.35, 1.02)
H (-2.40, -3.04, 1.57)
H (-2.06, -4.41, 2.64)
C (-1.72, -1.68, 4.25)
H (-2.56, -2.36, 4.06)
H (-2.00, -0.68, 3.87)
H (-1.56, -1.60, 5.34)
C (1.23, -0.97, 5.06)
H (0.71, -1.31, 5.97)
H (0.98, 0.09, 4.91)
H (2.31, -1.04, 5.22)
C (3.14, -2.02, 2.79)
H (3.68, -2.50, 3.62)
H (3.34, -0.94, 2.83)
H (3.54, -2.42, 1.85)
C (1.41, -3.86, 0.86)
H (1.81, -4.84, 1.18)
H (2.23, -3.32, 0.36)
H (0.62, -4.05, 0.12)
C (-1.53, 0.90, -4.53)
C (-2.12, -0.36, -3.85)
C (-1.56, -1.66, -4.45)
C (-0.03, -1.77, -4.32)
C (0.71, -0.57, -3.75)
C (1.21, 0.50, -4.60)
C (0.62, 0.72, -5.98)
C (-0.94, 0.71, -5.96)
H (-1.84, -1.72, -5.51)
H (0.38, -2.03, -5.31)
H (-2.04, -2.53, -3.98)
H (-1.30, -0.20, -6.46)
H (-2.25, 1.72, -4.52)
H (-3.22, -0.35, -3.91)
H (-1.30, 1.55, -6.57)
H (0.95, 1.71, -6.34)
H (2.24, 0.84, -4.44)
H (1.00, 0.00, -6.72)
H (0.19, -2.64, -3.68)
H (1.32, -0.85, -2.87)
P (-1.89, -0.31, -1.97)
P (2.90, 2.18, 0.09)
C (0.53, 2.59, -1.89)
C (1.91, 3.00, -1.34)
H (-0.18, 2.29, -1.08)
H (0.13, 3.54, -2.31)
H (2.61, 3.15, -2.19)
H (1.80, 4.01, -0.87)
C (4.06, 3.50, 0.62)
H (4.74, 3.04, 1.35)
H (3.47, 4.28, 1.12)
H (4.64, 3.93, -0.21)
C (3.95, 1.18, -1.06)
H (4.35, 1.82, -1.86)
H (3.28, 0.42, -1.48)
H (4.78, 0.69, -0.52)
C (-3.47, 0.28, -1.28)
H (-4.01, -0.58, -0.85)
H (-4.05, 0.77, -2.06)
H (-3.21, 1.00, -0.48)
C (-1.72, -1.96, -1.26)
H (-1.33, -1.80, -0.24)
H (-1.01, -2.59, -1.81)
H (-2.70, -2.44, -1.22)
Br (1.40, 2.02, 3.27)
C (-0.43, 2.41, 3.70)
C (-0.73, 3.10, 4.88)
C (-2.06, 3.39, 5.20)
C (-3.08, 2.99, 4.33)
C (-2.78, 2.29, 3.16)
C (-1.44, 1.99, 2.84)
C (-1.12, 1.28, 1.54)
O (-0.93, 0.04, 1.56)
O (-1.15, 2.05, 0.54)
H (0.08, 3.41, 5.53)
H (-2.28, 3.92, 6.12)
H (-4.12, 3.25, 4.55)
H (-3.57, 1.96, 2.48)

***

[2]
ORCA calculation (the ωB97M-V functional and the def2-TZVPD basis) on a molecular structure, C31H47CsF15N5O8PS.

Output
Largest force on an atom: 13.32 eV/A
Multiplicity: 1
Energy: -118144.2644 eV
Kohn-Sham gap: 4.412 eV
E_HOMO: -0.330 Eh
Energy relative to the best compared isomer or geometry (same formula, charge and spin): 383.1 kcal per mole
Lowest unoccupied orbital energy: -4.57 eV
Net charge: +1

Atoms and positions in Å:
C (0.29, 1.28, 0.63)
C (0.87, 2.34, 1.18)
C (1.78, 3.16, 2.26)
C (3.38, 2.92, 2.00)
N (3.55, 2.81, 0.52)
C (4.95, 2.37, 0.13)
C (5.01, 2.46, -1.48)
C (4.15, 1.32, -2.24)
C (2.92, 1.95, -3.13)
N (1.70, 1.84, -2.26)
C (0.57, 1.19, -2.97)
C (0.20, -0.29, -2.43)
C (1.18, -1.27, -1.67)
C (0.79, -2.75, -1.19)
C (-0.72, -3.30, -1.47)
C (-1.71, -2.27, -2.25)
C (-1.29, -0.82, -2.71)
O (-2.21, 0.06, -3.40)
C (5.13, 0.89, 0.75)
S (6.69, 0.00, 0.28)
O (7.49, 0.61, -0.85)
O (7.61, 0.02, 1.51)
C (6.26, -1.82, 0.03)
F (4.90, -2.12, 0.48)
F (7.11, -2.60, 0.90)
C (6.34, -2.31, -1.50)
F (5.71, -3.63, -1.53)
F (5.53, -1.51, -2.42)
C (7.83, -2.51, -2.09)
F (8.07, -3.94, -2.21)
F (8.88, -1.98, -1.28)
C (8.05, -1.92, -3.59)
F (7.24, -2.65, -4.53)
F (7.92, -0.50, -3.68)
F (9.44, -2.21, -3.92)
N (5.19, 1.07, 2.26)
C (3.93, 1.66, 2.84)
C (2.85, 0.50, 3.12)
O (2.11, 0.61, 4.19)
O (2.66, -0.64, 2.33)
H (-0.25, 0.34, 0.21)
H (1.47, 2.93, 3.35)
H (1.53, 4.28, 2.06)
H (3.90, 3.90, 2.38)
H (3.37, 3.76, 0.11)
H (5.67, 3.12, 0.67)
H (4.52, 3.48, -1.76)
H (6.11, 2.55, -1.82)
H (4.88, 0.86, -3.04)
H (3.78, 0.46, -1.58)
H (2.88, 1.29, -4.09)
H (3.19, 3.03, -3.42)
H (1.47, 2.82, -2.00)
H (0.71, 1.17, -4.13)
H (-0.38, 1.85, -2.79)
H (2.26, -0.95, -1.42)
H (1.55, -3.41, -0.61)
H (-1.06, -4.38, -1.11)
H (-2.80, -2.63, -2.46)
H (-2.58, 0.64, -2.68)
H (4.15, 0.31, 0.50)
H (5.96, 1.75, 2.48)
H (5.34, 0.14, 2.73)
H (4.23, 2.08, 3.89)
Cs (-0.40, -5.04, -2.71)
C (-6.73, 1.11, 0.75)
O (-6.16, 0.60, 1.94)
C (-7.04, -0.25, 2.68)
C (-6.59, -1.71, 2.61)
N (-6.80, -2.27, 1.27)
C (-6.14, -3.56, 1.06)
C (-4.61, -3.61, 1.17)
O (-3.92, -2.92, 0.14)
C (-3.80, -1.52, 0.34)
H (-6.08, 1.89, 0.37)
H (-6.81, 0.33, -0.01)
H (-7.72, 1.54, 0.94)
H (-8.08, -0.13, 2.37)
H (-6.97, 0.08, 3.73)
H (-7.15, -2.30, 3.34)
H (-5.53, -1.74, 2.89)
H (-6.45, -1.62, 0.58)
H (-6.41, -3.89, 0.05)
H (-6.57, -4.30, 1.75)
H (-4.31, -4.66, 1.07)
H (-4.24, -3.30, 2.16)
H (-3.70, -1.26, 1.40)
H (-4.65, -1.00, -0.10)
H (-2.90, -1.17, -0.18)
F (7.23, -4.76, 3.19)
P (6.84, -3.77, 4.38)
F (6.13, -2.86, 3.28)
F (8.42, -3.95, 4.51)
F (5.46, -4.58, 4.49)
F (7.04, -2.28, 4.90)
F (6.74, -4.21, 5.91)
C (-10.89, 2.63, -2.07)
C (-9.70, 2.87, -1.20)
O (-8.84, 2.07, -0.96)
N (-9.50, 4.09, -0.46)
C (-9.76, 5.37, -1.14)
H (-10.59, 2.01, -2.92)
H (-11.66, 2.10, -1.49)
H (-11.31, 3.56, -2.45)
H (-10.09, 4.00, 0.38)
H (-8.54, 3.98, -0.12)
H (-9.35, 5.33, -2.15)
H (-10.84, 5.55, -1.15)
H (-9.26, 6.16, -0.56)

***

[3]
ORCA calculation (the ωB97M-V functional and the def2-TZVPD basis) on a molecular structure, C31H47LaNO2P2S2.

Output
Largest force on an atom: 5.03 eV/A
Multiplicity: 1
Energy: -79594.0839 eV
Kohn-Sham gap: 4.590 eV
E_HOMO: -0.338 Eh
Energy relative to the best compared isomer or geometry (same formula, charge and spin): 23.5 kcal per mole
Lowest unoccupied orbital energy: -4.62 eV
Net charge: +1

Atoms and positions in Å:
La (-1.41, 0.65, 2.89)
C (1.61, 1.02, 4.13)
C (2.31, 1.25, 2.93)
C (0.58, 2.76, 3.03)
C (0.57, 2.00, 4.24)
C (1.68, 2.33, 2.25)
C (2.00, 0.01, 5.14)
H (3.09, -0.09, 5.17)
H (1.58, -0.96, 4.89)
H (1.65, 0.27, 6.14)
C (-0.37, 2.22, 5.38)
H (0.11, 1.93, 6.33)
H (-1.34, 1.66, 5.34)
H (-0.64, 3.28, 5.48)
C (-0.39, 3.84, 2.70)
H (-0.70, 4.39, 3.60)
H (-1.31, 3.48, 2.19)
H (0.09, 4.55, 2.03)
C (2.22, 3.05, 1.07)
H (3.09, 3.66, 1.36)
H (1.47, 3.72, 0.65)
H (2.54, 2.35, 0.30)
C (3.55, 0.57, 2.50)
H (4.45, 1.19, 2.68)
H (3.55, 0.32, 1.43)
H (3.70, -0.37, 3.06)
C (0.06, -2.35, -0.50)
C (1.12, -2.69, 0.25)
C (2.56, -2.35, 0.05)
C (2.90, -1.43, -1.13)
C (2.46, 0.00, -0.98)
C (1.29, 0.59, -1.33)
C (0.02, -0.06, -1.73)
C (0.00, -1.61, -1.80)
H (3.12, -3.29, -0.09)
H (2.56, -1.91, -2.06)
H (2.95, -1.92, 0.98)
H (0.76, -1.97, -2.49)
H (-0.94, -2.56, -0.08)
H (0.91, -3.19, 1.21)
H (-0.98, -1.87, -2.24)
H (-0.75, 0.29, -1.02)
H (1.29, 1.67, -1.50)
H (-0.31, 0.31, -2.72)
H (4.00, -1.42, -1.19)
H (3.26, 0.66, -0.62)
P (-0.41, -0.18, -5.29)
P (-0.33, 2.52, -6.51)
C (-0.53, -0.18, -7.18)
C (-0.93, 1.20, -7.70)
H (-1.28, -0.93, -7.48)
H (0.44, -0.49, -7.59)
H (-0.50, 1.39, -8.69)
H (-2.03, 1.30, -7.77)
C (-1.05, 3.91, -7.49)
H (-0.66, 4.85, -7.09)
H (-2.14, 3.89, -7.38)
H (-0.78, 3.82, -8.56)
C (1.36, 2.64, -7.26)
H (1.31, 2.60, -8.36)
H (2.01, 1.83, -6.89)
H (1.80, 3.60, -6.95)
C (-1.95, -1.14, -5.01)
H (-2.03, -1.44, -3.96)
H (-1.97, -2.02, -5.66)
H (-2.81, -0.49, -5.24)
C (0.90, -1.48, -5.24)
H (1.74, -1.13, -5.86)
H (0.51, -2.42, -5.64)
H (1.26, -1.61, -4.22)
O (-1.66, -0.21, 6.83)
S (-1.41, -1.40, 6.05)
O (-0.13, -2.07, 6.12)
N (-1.74, -0.97, 4.40)
C (-2.73, -1.77, 3.87)
S (-3.03, -1.46, 2.22)
C (-3.36, -2.63, 4.84)
C (-4.50, -3.48, 4.75)
C (-4.95, -4.19, 5.86)
C (-4.30, -4.05, 7.10)
C (-3.19, -3.20, 7.22)
C (-2.75, -2.52, 6.09)
H (-5.00, -3.56, 3.78)
H (-5.82, -4.85, 5.79)
H (-4.64, -4.61, 7.97)
H (-2.67, -3.05, 8.17)